The following is a quantum chemistry calculation of a cluster of 8 separate species, C14H44N2O8 in total at a distorted geometry, from the OMol25 dataset.

- SMILES string = NC(N)=O.CCO.CCO.CCO.CCO.CCO.CCO.CO
- LUMO level (Ha) = 0.002
- total charge = 0
- relative energy (zero: lowest compared OMol25 entry of this formula, charge and spin) (kJ/mol) = 59.4
- frontier orbital gap (eV) = 8.68
- E_tot (eV) = -34588.591

Last columns: bonded neighbours and bond lengths (Å).
Cartesian coordinates (Å):
1 O 3.6262 -0.3669 4.0518  C16 1.438, H45 0.969
2 O 3.1404 0.2519 -1.0334  C12 1.415, H37 0.965
3 O 2.5691 3.5766 -1.3852  C22 1.373
4 O -1.0018 -0.3343 -0.5525  C19 1.397, H46 0.938
5 O 0.7899 -0.5631 4.3394  C11 1.406, H38 0.951
6 O -3.9156 1.8204 -1.9407  C15 1.423, H41 0.975
7 O -1.5571 1.5467 -3.2089  C24 1.358, H25 0.943
8 O -2.2449 1.9090 0.5654  C23 1.433, H40 0.963
9 N 1.1002 1.8352 -0.9154  C22 1.297, H26 1.044, H52 1.000
10 N 0.9693 2.7140 -2.9086  C22 1.304, H33 1.043, H57 1.067
11 C 0.1573 -1.8149 4.4345  O5 1.406, C20 1.492, H36 1.108, H63 1.079
12 C 3.2043 -0.8639 -1.9009  O2 1.415, C17 1.474, H55 1.097, H66 1.109
13 C 3.3480 -1.3887 1.8959  C16 1.506, H50 1.091, H60 1.068, H67 1.048
14 C -0.4887 0.6764 -5.1289  C24 1.529, H28 1.116, H43 1.057, H64 1.110
15 C -4.5016 0.6892 -1.3069  O6 1.423, C18 1.546, H49 1.077, H68 1.072
16 C 3.7378 -1.6084 3.3343  O1 1.438, C13 1.506, H27 1.092, H65 1.086
17 C 4.5596 -1.4356 -1.8050  C12 1.474, H47 1.116, H54 1.071, H58 1.092
18 C -4.0614 -0.6280 -1.9870  C15 1.546, H29 1.039, H42 1.122, H48 1.092
19 C -0.0138 -1.0978 0.0743  O4 1.397, H30 1.084, H51 1.070, H61 1.089
20 C -1.0009 -1.4382 5.2972  C11 1.492, H39 1.062, H44 1.080, H59 1.140
21 C -2.3156 0.1142 2.2561  C23 1.525, H31 1.069, H32 1.125, H56 1.062
22 C 1.5547 2.7238 -1.7437  O3 1.373, N9 1.297, N10 1.304
23 C -2.8143 1.4848 1.8104  O8 1.433, C21 1.525, H34 1.069, H35 1.085
24 C -1.5065 0.4517 -4.0102  O7 1.358, C14 1.529, H53 1.095, H62 1.100
25 H -2.2798 1.4477 -2.6106  O7 0.943
26 H 1.4986 1.8854 0.0478  N9 1.044
27 H 4.7604 -1.9786 3.4334  C16 1.092
28 H 0.5296 0.7349 -4.6766  C14 1.116
29 H -3.0602 -0.7051 -1.7186  C18 1.039
30 H 0.4446 -1.6954 -0.7054  C19 1.084
31 H -2.7382 -0.1422 3.2044  C21 1.069
32 H -2.7969 -0.6515 1.5865  C21 1.125
33 H 1.2563 3.4048 -3.6357  N10 1.043
34 H -2.5581 2.2277 2.5357  C23 1.069
35 H -3.8945 1.5767 1.7661  C23 1.085
36 H 0.7976 -2.5359 4.9805  C11 1.108
37 H 2.2987 0.7231 -1.0396  O2 0.965
38 H 1.6988 -0.6395 4.0716  O5 0.951
39 H -1.7154 -2.2215 5.3594  C20 1.062
40 H -2.8043 2.6541 0.3209  O8 0.963
41 H -4.2612 2.6276 -1.5166  O6 0.975
42 H -4.3481 -0.5117 -3.0654  C18 1.122
43 H -0.6133 1.5188 -5.7551  C14 1.057
44 H -1.5391 -0.5859 4.9086  C20 1.080
45 H 4.2902 0.1201 3.5409  O1 0.969
46 H -1.2864 0.3235 0.0520  O4 0.938
47 H 4.9403 -1.8159 -0.8267  C17 1.116
48 H -4.5378 -1.4712 -1.4834  C18 1.092
49 H -5.5724 0.7395 -1.4063  C15 1.077
50 H 2.3127 -1.0635 2.0124  C13 1.091
51 H -0.3575 -1.7615 0.8394  C19 1.070
52 H 0.3662 1.1782 -1.0849  N9 1.000
53 H -1.3008 -0.4698 -3.4559  C24 1.095
54 H 4.6189 -2.2642 -2.4808  C17 1.071
55 H 2.9469 -0.5318 -2.9146  C12 1.097
56 H -1.2710 -0.0587 2.1772  C21 1.062
57 H 0.1134 2.0954 -3.0619  N10 1.067
58 H 5.2774 -0.6883 -2.1498  C17 1.092
59 H -0.7275 -1.0508 6.3337  C20 1.140
60 H 3.3924 -2.2877 1.3219  C13 1.068
61 H 0.8121 -0.4728 0.4107  C19 1.089
62 H -2.5234 0.3547 -4.4190  C24 1.100
63 H -0.1156 -2.1338 3.4404  C11 1.079
64 H -0.3405 -0.2522 -5.7177  C14 1.110
65 H 3.0743 -2.3884 3.6975  C16 1.086
66 H 2.3873 -1.5966 -1.7391  C12 1.109
67 H 3.8579 -0.5984 1.4336  C13 1.048
68 H -4.3678 0.7063 -0.2431  C15 1.072

The following is a quantum chemistry calculation of a cluster of 2 separate species, C7H14N2 in total at a distorted geometry, from the OMol25 dataset.

- spin multiplicity = 2
- LUMO level (spin up / spin down) (Ha) = -0.147 / -0.286
- total charge = +1
- relative energy (zero: lowest compared OMol25 entry of this formula, charge and spin) (kJ/mol) = 48.0
- <S²> = 0.76
- frontier orbital gap (spin up / spin down) (eV) = 10.38 / 6.61
- E_tot (eV) = -10457.586

Last columns: bonded neighbours and bond lengths (Å).
Cartesian coordinates (Å):
1 N -0.9073 2.1013 0.9496  C3 1.358, C8 1.295
2 N -1.1002 1.0692 2.9268  C7 1.325, C8 1.402, H22 1.007
3 C 0.1600 1.2823 1.1345  N1 1.358, C6 1.477, C7 1.445
4 C 1.2519 -1.5058 -1.3824  C9 1.558, H11 1.090, H16 1.078, H18 1.095
5 C -1.0753 -1.8546 -2.2993  C9 1.537, H12 1.085, H13 1.098, H15 1.091
6 C 1.4006 1.5019 0.3644  C3 1.477, H14 1.086, H17 1.082, H19 1.093
7 C 0.0023 0.5737 2.3838  N2 1.325, C3 1.445, H23 1.081
8 C -1.6231 2.0052 2.0241  N1 1.295, N2 1.402, H21 1.076
9 C -0.1809 -0.9038 -1.4877  C4 1.558, C5 1.537, H10 1.089, H20 1.097
10 H -0.1203 0.0881 -1.9343  C9 1.089
11 H 1.5688 -2.1249 -2.2216  C4 1.090
12 H -0.9123 -2.8470 -1.8933  C5 1.085
13 H -0.7499 -1.8908 -3.3476  C5 1.098
14 H 1.1146 1.4435 -0.6822  C6 1.086
15 H -2.1218 -1.5492 -2.3442  C5 1.091
16 H 1.4115 -1.9762 -0.4252  C4 1.078
17 H 1.9344 2.4024 0.6361  C6 1.082
18 H 1.9987 -0.7065 -1.4323  C4 1.095
19 H 2.0515 0.6421 0.5442  C6 1.093
20 H -0.5359 -0.9288 -0.4503  C9 1.097
21 H -2.5483 2.5148 2.2283  C8 1.076
22 H -1.4535 0.9663 3.8645  N2 1.007
23 H 0.4346 -0.3033 2.8441  C7 1.081